Entry 1:
Computed, not measured: C21H16CaIN4O6Se as an isolated structure at a distorted geometry, with ωB97M-V/def2-TZVPD.

Last column: Mulliken charge in e.
Positions of all 50 atoms, in Å:
C -1.33 1.00 3.63  -0.28
C 0.21 3.05 4.52  -0.37
C -3.73 1.11 -2.17  -0.55
H 1.14 2.87 2.59  0.25
C 2.41 1.34 0.28  0.22
I 1.44 4.61 5.15  0.06
O -0.16 0.43 -1.66  -0.72
O 1.77 0.48 0.95  -0.60
H -3.97 0.53 -3.04  0.50
C 0.38 2.50 3.27  0.09
Se -0.87 -2.14 0.44  -0.30
C 1.51 -2.79 -2.76  0.07
H 3.29 -2.98 0.76  0.35
C -0.78 2.55 5.36  -0.18
N 0.32 -2.40 -2.16  0.16
H -4.99 3.30 0.13  0.49
C 2.22 -3.18 0.77  -1.05
H 2.04 -4.21 1.10  0.31
H 3.48 1.17 0.12  0.50
H 1.73 -2.50 1.46  0.29
C 0.42 -2.49 -0.81  -0.33
O -3.11 3.80 2.09  -0.72
H -0.93 2.97 6.35  0.36
C 4.01 -3.78 -3.35  -0.52
O -1.09 3.46 1.10  -0.80
H -0.40 -1.82 -2.62  0.18
N 1.68 -2.96 -0.56  0.37
N -2.12 1.76 -0.57  -0.28
H -1.92 0.19 3.24  0.41
H -2.33 1.08 5.53  0.39
C -1.56 1.50 4.91  -0.71
C -2.99 2.56 0.05  0.54
N -0.38 1.49 2.83  0.01
C 1.89 -2.87 -4.10  -0.57
H 1.21 -2.54 -4.88  0.45
C -1.28 0.26 -2.23  0.15
C -4.66 1.92 -1.52  -0.13
C 3.63 -3.68 -2.01  -0.78
C -2.37 3.36 1.21  0.19
C 2.37 -3.18 -1.75  0.81
C -2.45 1.06 -1.65  0.48
C 3.15 -3.37 -4.37  -0.52
Ca -0.06 1.61 0.27  1.74
H -5.67 1.98 -1.90  0.41
O -1.54 -0.51 -3.19  -0.92
C -4.30 2.66 -0.39  -0.71
H 4.30 -3.99 -1.21  0.36
H 3.49 -3.44 -5.40  0.36
O 1.91 2.40 -0.23  -0.81
H 4.99 -4.18 -3.59  0.37

Output
Relative energy (zero: lowest compared OMol25 entry of this formula, charge and spin)   115.4 kJ/mol
LUMO energy   0.080 Eh
Total energy   -4857.3991 Eh
Charge   -1

***

Entry 2:
Computed, not measured: a 11-piece molecular cluster, H22O11 overall, with ωB97M-V/def2-TZVPD.

Last column: Mulliken charge in e.
Positions of all 33 atoms, in Å:
H 1.01 2.04 1.22  0.30
H 0.86 -0.47 -4.90  0.31
H -0.57 -0.94 2.86  0.30
O 2.33 -1.27 1.40  -0.73
H 0.75 -2.51 0.43  0.37
H 2.58 -1.89 -2.31  0.30
H -2.88 -0.03 -1.76  0.29
H 0.15 -2.05 3.62  0.32
O -2.23 0.68 -1.80  -0.62
H -2.88 3.40 -0.34  0.32
O 0.03 -0.04 -4.68  -0.64
O 0.14 -3.26 0.48  -0.64
H -0.53 -0.07 -0.91  0.25
H 2.77 0.45 1.49  0.41
H -3.34 0.65 1.78  0.28
O 0.29 -1.19 3.20  -0.66
O 0.13 1.67 1.40  -0.56
O -2.06 3.40 -0.85  -0.64
H -0.70 -2.90 0.18  0.30
O 3.06 1.38 1.67  -0.68
H 1.65 -1.32 2.12  0.39
H 1.40 -1.01 -1.80  0.45
H -2.96 1.07 0.37  0.29
H -1.93 2.48 -1.10  0.33
O 1.89 -1.30 -2.62  -0.62
H 2.87 -2.07 1.51  0.30
O 0.32 -0.40 -0.58  -0.58
H 0.50 0.12 0.23  0.28
H -0.08 -0.25 -3.75  0.32
O -3.44 1.37 1.15  -0.59
H 0.04 1.75 2.36  0.27
H 3.15 1.44 2.62  0.30
H -2.36 1.07 -2.68  0.28

Output
SMILES   O.O.O.O.O.O.O.O.O.O.O
Relative energy (zero: lowest compared OMol25 entry of this formula, charge and spin)   107.9 kJ/mol
LUMO energy   -0.017 Eh
Total energy   -840.8390 Eh

***

Kohn-Sham gap for every record listed, in sequence, given in eV: 7.102, 10.297.